(1)
11 unconnected molecules or ions with the total composition C66H165N11 at a distorted geometry. Source: OMol25; level of theory: ωB97M-V with the def2-TZVPD basis set.

```
242
Properties=species:S:1:pos:R:3:mulliken_charge:R:1
C 5.1220 -7.2406 -20.1726 -1.28
C 4.0757 -6.1823 -19.7449 -0.49
N 2.7127 -6.5283 -20.1748 0.11
C 1.7076 -5.6504 -19.5766 -0.45
C 1.5241 -5.9384 -18.0678 -1.26
C 2.6445 -6.6594 -21.6566 -0.28
C 1.3665 -7.4024 -22.0618 -1.40
H 6.0701 -6.9533 -19.7178 0.44
H 5.3182 -7.2115 -21.2444 0.34
H 4.8492 -8.2473 -19.8562 0.29
H 4.0624 -6.1678 -18.6551 0.26
H 4.2560 -5.1289 -19.9593 0.37
H 1.8168 -4.6038 -19.8608 0.38
H 0.7396 -5.9127 -20.0035 0.27
H 0.6539 -5.3981 -17.6950 0.44
H 1.3862 -6.9968 -17.8470 0.30
H 2.3145 -5.5869 -17.4047 0.29
H 3.4196 -7.2776 -22.1096 0.31
H 2.6340 -5.6544 -22.0786 0.24
H 1.3090 -8.2966 -21.4411 0.34
H 1.4748 -7.7134 -23.1008 0.42
H 0.4476 -6.8183 -22.0116 0.34
C 4.8973 -12.4410 -23.6418 -1.20
C 6.0034 -13.5324 -23.6213 -0.51
N 7.3346 -12.9547 -23.8984 0.22
C 8.2752 -13.8615 -24.6120 -0.33
C 7.8004 -14.1062 -26.0266 -1.29
C 7.9594 -12.4392 -22.6486 -0.59
C 8.8698 -11.3172 -23.0340 -1.20
H 3.9429 -12.8452 -23.3044 0.40
H 4.8949 -11.9425 -24.6112 0.30
H 5.0771 -11.6362 -22.9291 0.25
H 5.9668 -13.9974 -22.6362 0.30
H 5.7666 -14.2608 -24.3969 0.33
H 9.2638 -13.4027 -24.5943 0.27
H 8.3656 -14.8306 -24.1214 0.27
H 8.4818 -14.7484 -26.5848 0.41
H 6.8637 -14.6635 -26.0323 0.31
H 7.6533 -13.2758 -26.7172 0.31
H 8.4923 -13.2122 -22.0949 0.28
H 7.1858 -12.0729 -21.9737 0.45
H 9.7104 -11.6425 -23.6469 0.29
H 9.2136 -10.7519 -22.1677 0.40
H 8.2910 -10.5834 -23.5949 0.32
C 25.6315 -13.8077 -11.1198 -1.33
C 24.0908 -14.0008 -11.3427 -0.46
N 23.8414 -15.4179 -11.6406 0.12
C 24.2879 -16.3879 -10.6229 -0.39
C 24.6612 -17.6559 -11.3696 -1.25
C 22.4400 -15.6628 -11.9154 -0.53
C 21.9291 -14.9922 -13.1990 -1.36
H 25.8361 -13.8843 -10.0519 0.36
H 25.7938 -12.7579 -11.3642 0.42
H 26.3741 -14.2806 -11.7625 0.30
H 23.5058 -13.6130 -10.5087 0.30
H 23.7889 -13.5285 -12.2775 0.41
H 25.1809 -16.0301 -10.1105 0.32
H 23.5208 -16.6187 -9.8837 0.29
H 23.9737 -18.1061 -12.0856 0.31
H 25.4221 -17.3368 -12.0818 0.31
H 25.0802 -18.4498 -10.7512 0.38
H 21.7933 -15.4069 -11.0760 0.39
H 22.3612 -16.7395 -12.0657 0.35
H 21.8174 -13.9122 -13.1037 0.31
H 20.9563 -15.3662 -13.5185 0.40
H 22.6788 -15.1825 -13.9671 0.35
C 7.1844 -7.4015 -14.2632 -1.30
C 7.2368 -6.8752 -12.8512 -0.45
N 6.9969 -5.4481 -12.8395 0.43
C 5.6278 -5.1103 -13.1921 -0.49
C 5.4615 -3.6507 -13.6400 -1.26
C 7.4070 -4.7581 -11.6214 -0.58
C 8.9676 -4.6209 -11.5525 -1.25
H 6.1461 -7.5197 -14.5732 0.35
H 7.6011 -8.4085 -14.2440 0.44
H 7.7960 -6.8231 -14.9558 0.24
H 6.4933 -7.4735 -12.3246 0.26
H 8.2130 -7.0445 -12.3968 0.38
H 4.9195 -5.3502 -12.3992 0.33
H 5.2835 -5.6196 -14.0922 0.25
H 4.4110 -3.4562 -13.8559 0.40
H 6.1432 -3.4416 -14.4644 0.28
H 5.8554 -2.9627 -12.8918 0.32
H 7.0530 -3.7462 -11.4244 0.39
H 7.1570 -5.3189 -10.7208 0.26
H 9.4275 -5.5667 -11.2660 0.34
H 9.3620 -4.1707 -12.4635 0.25
H 9.1469 -3.9267 -10.7315 0.41
C 14.6510 -8.1252 -13.4809 -1.27
C 15.4874 -8.1979 -14.7123 -0.29
N 14.8671 -9.0047 -15.8017 0.06
C 13.8115 -8.1981 -16.4500 -0.39
C 12.7845 -9.0601 -17.1946 -1.24
C 15.8598 -9.4614 -16.8012 -0.41
C 16.8447 -10.4646 -16.1859 -1.20
H 15.2969 -7.7508 -12.6867 0.42
H 14.2745 -9.0990 -13.1678 0.24
H 13.7613 -7.5200 -13.6551 0.29
H 15.8178 -7.2178 -15.0564 0.25
H 16.4440 -8.6092 -14.3900 0.31
H 13.2421 -7.5673 -15.7673 0.34
H 14.3313 -7.5099 -17.1166 0.31
H 12.1883 -8.4212 -17.8461 0.37
H 13.2648 -9.8136 -17.8188 0.29
H 12.1471 -9.5424 -16.4535 0.28
H 16.2940 -8.5903 -17.2918 0.36
H 15.3122 -10.0250 -17.5565 0.29
H 17.2694 -11.0277 -17.0170 0.42
H 16.2124 -11.1575 -15.6307 0.25
H 17.6185 -10.0569 -15.5354 0.32
C 12.2949 -4.2372 -25.6582 -1.33
C 13.7735 -4.6190 -25.9568 -0.39
N 14.5180 -4.8112 -24.6733 -0.02
C 14.0525 -6.0132 -23.9487 -0.35
C 14.7539 -6.2053 -22.5988 -1.31
C 15.9885 -4.8429 -24.9915 -0.69
C 16.4173 -6.0880 -25.7877 -0.99
H 11.8521 -3.7850 -26.5456 0.42
H 12.2772 -3.4772 -24.8771 0.32
H 11.7248 -5.0973 -25.3070 0.31
H 13.7532 -5.4955 -26.6044 0.26
H 14.2159 -3.7578 -26.4574 0.41
H 13.0005 -5.8781 -23.6973 0.37
H 14.2398 -6.9070 -24.5437 0.32
H 14.3914 -7.0991 -22.0910 0.43
H 15.7898 -6.4865 -22.7881 0.29
H 14.6071 -5.3534 -21.9349 0.25
H 16.6052 -4.7214 -24.1010 0.36
H 16.2309 -3.9889 -25.6240 0.40
H 15.8430 -6.1620 -26.7112 0.28
H 16.3135 -7.0493 -25.2845 0.23
H 17.4932 -6.0476 -25.9577 0.41
C 19.4501 -4.0544 -18.1615 -1.34
C 20.7216 -3.3296 -18.4742 -0.38
N 20.7391 -2.0668 -17.7332 0.09
C 19.8660 -1.0362 -18.3141 -0.66
C 20.2355 -0.6719 -19.7649 -0.98
C 22.0717 -1.5856 -17.3752 -0.42
C 22.0111 -0.4764 -16.3229 -1.17
H 19.5858 -5.0574 -18.5660 0.46
H 18.6851 -3.7121 -18.8585 0.29
H 19.1787 -4.0395 -17.1059 0.29
H 21.4323 -4.0447 -18.0599 0.38
H 20.8899 -3.2018 -19.5435 0.26
H 18.8471 -1.4048 -18.1952 0.28
H 19.7749 -0.1286 -17.7174 0.37
H 20.0404 -1.4686 -20.4828 0.27
H 19.7252 0.2513 -20.0396 0.39
H 21.3124 -0.5050 -19.7871 0.25
H 22.5333 -1.2224 -18.2934 0.26
H 22.6858 -2.4171 -17.0293 0.38
H 23.0005 -0.0733 -16.1065 0.40
H 21.6128 -0.8492 -15.3792 0.28
H 21.3723 0.3321 -16.6783 0.29
C 17.9792 -3.6614 -10.4730 -1.32
C 19.1510 -4.6016 -10.6930 -0.44
N 19.1392 -5.9151 -10.0663 0.13
C 19.9938 -6.8658 -10.8086 -0.45
C 19.7160 -8.3139 -10.3053 -1.30
C 19.2244 -5.8729 -8.6271 -0.56
C 20.7018 -5.5488 -8.2153 -1.00
H 17.0677 -4.1196 -10.8570 0.29
H 18.1278 -2.7412 -11.0380 0.39
H 17.7679 -3.4183 -9.4317 0.33
H 19.1778 -4.6822 -11.7796 0.37
H 20.0526 -4.0532 -10.4203 0.23
H 21.0450 -6.5860 -10.7396 0.36
H 19.7060 -6.7203 -11.8498 0.39
H 19.9370 -8.5228 -9.2586 0.29
H 20.2046 -9.0718 -10.9177 0.41
H 18.6480 -8.5126 -10.3953 0.33
H 18.5750 -5.0741 -8.2689 0.29
H 18.8824 -6.8015 -8.1702 0.33
H 21.0778 -4.5959 -8.5877 0.26
H 20.8709 -5.6687 -7.1452 0.42
H 21.3504 -6.3557 -8.5563 0.25
C 10.0344 -3.0872 -17.5746 -1.33
C 11.3517 -2.3971 -17.1336 -0.41
N 12.3554 -2.1090 -18.1514 0.12
C 13.5792 -1.6782 -17.4692 -0.33
C 14.1718 -2.6021 -16.4219 -1.50
C 11.9196 -1.1476 -19.1623 -0.37
C 12.8446 -1.1524 -20.3926 -1.33
H 9.5097 -3.3969 -16.6708 0.40
H 10.2329 -3.9404 -18.2234 0.31
H 9.4496 -2.3687 -18.1490 0.32
H 11.1409 -1.5587 -16.4698 0.36
H 11.7756 -3.1085 -16.4248 0.23
H 14.4244 -1.5546 -18.1463 0.34
H 13.3642 -0.7242 -16.9878 0.33
H 13.4795 -2.7944 -15.6023 0.37
H 14.3596 -3.5653 -16.8963 0.36
H 15.1269 -2.2529 -16.0293 0.41
H 11.7434 -0.1362 -18.7960 0.34
H 10.9635 -1.4609 -19.5817 0.34
H 13.8085 -0.6742 -20.2185 0.29
H 12.3942 -0.6251 -21.2335 0.44
H 13.0057 -2.1881 -20.6918 0.31
C 15.6192 -14.5631 -11.3628 -1.40
C 14.4314 -13.6173 -11.7418 -0.20
N 13.2596 -14.3591 -12.0499 -0.05
C 12.0575 -13.4392 -12.0329 -0.28
C 11.7537 -12.9000 -10.6287 -1.36
C 13.3640 -15.0008 -13.3904 -0.44
C 12.2238 -16.0685 -13.5894 -1.24
H 16.0527 -15.1839 -12.1468 0.32
H 15.2800 -15.3219 -10.6576 0.34
H 16.4430 -14.0029 -10.9204 0.41
H 14.3308 -13.0080 -10.8435 0.33
H 14.7400 -12.9072 -12.5090 0.18
H 12.2087 -12.6764 -12.7966 0.36
H 11.1634 -14.0011 -12.3028 0.26
H 11.9491 -13.6456 -9.8580 0.33
H 12.3354 -12.0062 -10.4032 0.30
H 10.6936 -12.6534 -10.5711 0.43
H 14.3423 -15.4454 -13.5730 0.39
H 13.2664 -14.2174 -14.1420 0.30
H 12.3785 -16.6367 -14.5066 0.40
H 11.1919 -15.7227 -13.5294 0.32
H 12.4444 -16.8284 -12.8396 0.31
C 17.8637 -15.2700 -24.6114 -1.33
C 16.6429 -14.5485 -23.9976 -0.55
N 17.0005 -13.6035 -22.9693 0.10
C 17.5874 -12.3721 -23.5178 -0.33
C 18.1744 -11.4387 -22.4662 -1.41
C 15.9333 -13.3656 -22.0009 -0.72
C 14.7804 -12.6128 -22.5588 -0.98
H 18.4145 -14.6310 -25.3016 0.31
H 17.5378 -16.1426 -25.1775 0.42
H 18.5175 -15.5749 -23.7943 0.32
H 15.9922 -14.0960 -24.7459 0.34
H 16.0208 -15.3510 -23.6012 0.44
H 18.4502 -12.5404 -24.1622 0.34
H 16.8329 -11.8298 -24.0875 0.35
H 18.7364 -10.5982 -22.8735 0.44
H 17.4248 -10.9411 -21.8509 0.27
H 18.8688 -12.0220 -21.8616 0.34
H 16.2858 -12.8625 -21.1005 0.34
H 15.5773 -14.3400 -21.6665 0.40
H 14.3775 -13.1699 -23.4047 0.29
H 15.0426 -11.6576 -23.0137 0.23
H 14.0271 -12.4044 -21.7991 0.40
```

## Properties
**HOMO-LUMO gap**: 8.31 eV
**Energy relative to the best compared isomer or geometry (same formula, charge and spin)**: 458.7 kJ/mol
**Spin multiplicity**: 1
**Electronic energy**: -3215.66340 hartree
**E_LUMO**: 0.26 eV

***

(2)
A molecular structure, C16H13N2O4PtS2 at a distorted geometry. Source: OMol25; level of theory: ωB97M-V with the def2-TZVPD basis set.

```
38
Properties=species:S:1:pos:R:3:mulliken_charge:R:1
Pt -0.2153 0.7996 -0.8276 0.66
O -2.4939 -2.6835 -2.5774 -0.70
C -2.2427 -3.5016 -1.5414 0.34
C -2.6161 -4.8407 -1.6859 -0.71
C -2.3815 -5.7463 -0.6736 -0.26
C -1.7672 -5.3404 0.5093 -0.73
C -1.4063 -4.0174 0.6580 -0.39
C -1.6406 -3.0774 -0.3478 0.18
C -1.2432 -1.6688 -0.1468 1.17
O -1.3466 -0.8643 -1.1750 -0.92
N -0.8580 -1.2822 1.0390 -0.94
N -0.4423 0.0544 1.0029 0.09
C 0.0471 0.5415 2.0846 -0.13
C 0.6359 1.8620 2.2034 0.65
C 1.2553 2.1785 3.4182 -0.68
C 1.8600 3.3992 3.6314 -0.65
C 1.8409 4.3421 2.6026 -0.42
C 1.2356 4.0669 1.3968 -0.40
C 0.6220 2.8221 1.1519 0.43
O 0.0151 2.6363 0.0102 -0.92
H -2.0872 -1.8134 -2.3681 0.45
H -3.0818 -5.1367 -2.6159 0.43
H -2.6716 -6.7809 -0.8083 0.35
H -1.5721 -6.0510 1.3008 0.37
H -0.9306 -3.6725 1.5652 0.42
H 0.0592 -0.1139 2.9520 0.38
H 1.2531 1.4314 4.2043 0.31
H 2.3413 3.6188 4.5741 0.38
H 2.3095 5.3084 2.7500 0.35
H 1.2093 4.7964 0.5982 0.42
C 1.8325 3.1881 -2.1191 -0.76
O 2.2635 2.6498 -3.3598 -0.38
C 1.8381 1.4684 -3.7925 0.24
S 2.4644 0.9289 -5.2315 -0.38
S 0.6903 0.4796 -2.9433 -0.29
H 2.3692 4.1310 -2.0307 0.24
H 2.0967 2.5261 -1.2973 0.35
H 0.7579 3.3615 -2.1109 0.42
```

## Properties
**HOMO-LUMO gap**: 6.89 eV
**Energy relative to the best compared isomer or geometry (same formula, charge and spin)**: 67.6 kJ/mol
**Spin multiplicity**: 1
**Electronic energy**: -1943.75592 hartree
**Charge**: -1
**E_LUMO**: 2.44 eV

***

- What is the formula in the first record?
  C66H165N11